Entry 1:
This record from OMol25 describes a molecular structure, C6H18F2O3S3Tl in a non-equilibrium geometry. The level of theory is ωB97M-V with the def2-TZVPD basis set.

Each line ends with the Löwdin spin population.
Cartesian coordinates (Å):
1 Tl 17.381 -22.498 -6.686  -0.0246
2 F 15.706 -20.176 -5.988  0.4876
3 F 16.928 -20.937 -9.115  0.5323
4 C 22.033 -20.503 -5.660  0.0000
5 S 20.907 -21.289 -6.911  -0.0003
6 O 19.552 -20.570 -6.896  -0.0013
7 C 21.536 -20.816 -8.568  -0.0001
8 H 23.074 -20.560 -5.976  0.0000
9 H 21.845 -21.045 -4.733  0.0000
10 H 21.826 -19.471 -5.380  0.0000
11 H 22.537 -21.228 -8.699  0.0000
12 H 21.552 -19.739 -8.734  0.0000
13 H 20.917 -21.110 -9.416  -0.0001
14 C 16.877 -20.915 -2.221  0.0001
15 S 18.595 -20.974 -2.775  0.0000
16 O 18.549 -21.674 -4.121  -0.0008
17 C 18.757 -19.145 -3.199  -0.0001
18 H 16.720 -21.805 -1.613  0.0000
19 H 16.093 -20.759 -2.962  0.0004
20 H 16.686 -20.020 -1.629  0.0000
21 H 17.896 -18.661 -3.660  -0.0001
22 H 19.513 -19.105 -3.983  0.0000
23 H 19.114 -18.553 -2.356  0.0000
24 C 19.705 -23.411 -11.285  -0.0001
25 S 18.948 -24.019 -9.762  0.0000
26 O 19.252 -22.726 -8.956  0.0060
27 C 17.163 -23.943 -10.273  0.0010
28 H 19.142 -22.479 -11.332  -0.0002
29 H 19.313 -23.915 -12.168  0.0000
30 H 20.789 -23.299 -11.303  0.0000
31 H 16.932 -24.795 -10.912  0.0000
32 H 16.931 -22.954 -10.669  0.0006
33 H 16.467 -23.871 -9.437  -0.0004

Cartesian forces (eV/Å) of the 6 atoms listed first:
0.229 1.322 -0.178
0.396 -0.528 -0.407
-0.235 -0.257 0.655
-0.259 0.319 -0.264
-1.809 0.910 -0.901
1.298 -0.870 0.653

Properties
**Net charge**: 0
**E_tot**: -2031.6297 hartree
**Max |F|**: 0.05325 hartree/bohr
**⟨S²⟩**: 0.7675
**2S+1**: 2
**E_HOMO (spin up / spin down)**: -8.68 / -7.79 eV

Entry 2:
This record from OMol25 describes 2 unconnected molecules or ions with the total composition C3H7N2OSe in a non-equilibrium geometry. The level of theory is ωB97M-V with the def2-TZVPD basis set.

Each line ends with the Löwdin charge.
Cartesian coordinates (Å):
1 C 0.808 1.424 -0.024  -0.5051
2 C 1.965 0.483 -0.104  -0.3595
3 C -0.524 -0.609 0.257  -0.5969
4 N -0.432 0.787 0.121  0.0136
5 N -1.673 -1.173 -0.460  0.1431
6 O 0.983 2.627 0.196  0.1048
7 Se 1.216 -1.260 -0.500  1.0439
8 H 2.872 0.718 -0.801  0.1459
9 H 2.295 0.476 0.913  0.0803
10 H -0.544 -0.917 2.322  0.2235
11 H -1.187 1.430 0.261  0.1585
12 H -2.492 -1.507 0.099  0.1864
13 H -1.330 -1.988 -1.076  0.1725
14 H -1.956 -0.490 -1.204  0.1890

Cartesian forces (eV/Å) of the 6 atoms listed first:
0.888 3.121 1.259
1.090 -0.332 -1.548
2.521 1.120 1.768
0.126 -0.326 -0.589
-0.491 -1.509 -2.136
-1.034 -2.753 -1.058

Properties
**Net charge**: +1
**E_tot**: -2704.2756 hartree
**Relative energy (zero: lowest compared OMol25 entry of this formula, charge and spin)**: 4.8827 eV
**Max |F|**: 0.06769 hartree/bohr
**E_HOMO (spin up / spin down)**: -13.08 / -13.38 eV

Entry 3:
This record from OMol25 describes a molecular structure, C30H39BiN5O in a non-equilibrium geometry. The level of theory is ωB97M-V with the def2-TZVPD basis set.

Each line ends with the Löwdin charge.
Cartesian coordinates (Å):
1 Bi -0.057 -0.374 0.657  1.4556
2 N 0.394 2.030 2.340  0.0480
3 N 2.613 0.309 0.664  -0.1515
4 C -0.665 -1.312 -2.354  -0.3411
5 C 0.142 -0.145 -2.487  -0.3345
6 C -0.662 0.984 -2.130  -0.3226
7 C -0.284 2.412 -2.192  -0.0845
8 H 0.793 2.560 -2.343  0.0580
9 H -0.595 2.954 -1.281  0.0419
10 H -0.792 2.894 -3.046  0.0713
11 C -1.945 0.505 -1.736  -0.3331
12 C -3.046 1.357 -1.240  -0.0798
13 H -3.549 1.877 -2.067  0.0673
14 H -2.668 2.129 -0.552  0.0503
15 H -3.805 0.762 -0.718  0.0585
16 C -1.956 -0.911 -1.900  -0.3386
17 C -3.118 -1.805 -1.691  -0.0889
18 H -3.756 -1.438 -0.878  0.0562
19 H -2.791 -2.827 -1.464  0.0608
20 H -3.749 -1.863 -2.592  0.0676
21 C 1.523 -0.098 -3.021  -0.0794
22 H 1.499 0.163 -4.097  0.0736
23 H 2.024 -1.073 -2.927  0.0477
24 H 2.143 0.657 -2.519  0.0444
25 C -0.261 -2.709 -2.646  -0.0856
26 H -0.154 -3.303 -1.722  0.0611
27 H 0.693 -2.751 -3.187  0.0531
28 H -1.016 -3.210 -3.273  0.0690
29 C 0.133 2.904 3.313  -0.1621
30 H -0.617 2.607 4.053  0.1003
31 C 0.799 4.139 3.375  -0.1013
32 H 0.476 4.885 4.103  0.0883
33 C 1.832 4.388 2.465  -0.0849
34 H 2.388 5.326 2.499  0.0961
35 C 2.126 3.439 1.490  -0.0251
36 H 2.915 3.564 0.756  0.1076
37 C 1.346 2.276 1.435  -0.3281
38 C 1.574 1.277 0.341  -0.3440
39 H 1.809 1.751 -0.621  0.0826
40 C 2.037 -0.828 1.221  -0.4156
41 C 3.739 -0.072 -0.072  -0.0685
42 H 4.347 0.658 -0.583  0.1092
43 C 3.904 -1.395 0.095  -0.0743
44 H 4.667 -2.059 -0.274  0.0986
45 N 2.843 -1.884 0.861  -0.0367
46 C 2.386 -3.217 1.072  -0.1323
47 C 2.328 -4.129 0.007  -0.1961
48 C 1.491 -5.248 0.134  -0.0167
49 H 1.430 -5.947 -0.702  0.1119
50 C 0.705 -5.450 1.267  -0.2813
51 C -0.277 -6.579 1.366  -0.0684
52 H -1.300 -6.216 1.188  0.0837
53 H -0.266 -7.023 2.370  0.0732
54 H -0.067 -7.368 0.638  0.0700
55 C 0.813 -4.546 2.327  -0.0139
56 H 0.197 -4.683 3.217  0.1141
57 C 1.651 -3.434 2.255  -0.2092
58 C 1.667 -2.454 3.385  -0.0881
59 H 2.682 -2.248 3.752  0.0887
60 H 1.069 -2.864 4.207  0.0710
61 H 1.210 -1.485 3.108  0.0188
62 C 3.024 -3.893 -1.289  -0.0532
63 H 4.112 -3.817 -1.173  0.0695
64 H 2.657 -2.993 -1.799  0.0683
65 H 2.826 -4.740 -1.953  0.0780
66 C -2.483 5.710 -1.578  -0.0741
67 N -2.705 5.791 -0.158  -0.0087
68 C -2.095 4.978 0.756  -0.5868
69 N -2.320 5.394 2.052  0.1456
70 O -1.400 3.995 0.474  0.0257
71 H -2.129 4.711 -1.853  0.0722
72 H -1.739 6.442 -1.930  0.0821
73 H -3.431 5.904 -2.093  0.0795
74 H -3.170 6.606 0.209  0.1207
75 H -2.064 4.759 2.792  0.0847
76 H -3.090 6.023 2.220  0.0840

Cartesian forces (eV/Å) of the 6 atoms listed first:
-0.942 -0.333 -0.525
0.142 0.289 0.393
1.056 -0.967 0.631
-0.342 1.276 -0.216
-1.605 -0.002 0.024
0.042 -1.538 0.193

Properties
**Net charge**: -1
**E_tot**: -1730.1000 hartree
**Relative energy (zero: lowest compared OMol25 entry of this formula, charge and spin)**: 0.1083 eV
**Max |F|**: 0.03899 hartree/bohr
**E_HOMO (spin up / spin down)**: -1.32 / -1.32 eV